Record 1
C31H66B2BrNO11PS | the ωB97M-V functional and the def2-TZVPD basis

Structure (ORCA input):
```
! wB97M-V def2-TZVPD RIJCOSX def2/J DEFGRID3
* xyz -1 1
C 2.61 0.44 1.01
C 1.41 0.53 0.05
C 0.31 1.45 0.56
C -0.85 1.57 -0.42
O -2.02 1.90 0.31
C -3.10 2.48 -0.45
B -3.21 1.92 -1.96
O -3.48 0.60 -2.16
O -3.08 2.70 -3.11
O -4.30 1.97 0.07
B -5.15 3.06 0.61
C -6.71 3.04 0.15
S -7.10 1.93 -1.25
C -7.23 0.35 -0.36
C -6.40 -0.75 -1.03
P -5.14 3.00 2.66
O -3.59 3.47 3.07
Br -4.93 0.73 2.96
O -4.50 4.30 0.14
C -3.16 3.99 -0.09
C -2.47 5.03 -0.97
C -1.04 5.31 -0.51
N -1.05 6.22 0.65
H 2.69 -0.58 1.39
H 3.53 0.74 0.52
H 2.45 1.10 1.86
H 1.74 0.88 -0.94
H 0.97 -0.47 -0.08
H 0.73 2.44 0.73
H -0.07 1.07 1.51
H -0.98 0.61 -0.94
H -0.62 2.33 -1.17
H -3.23 0.06 -1.41
H -2.16 2.89 -3.28
H -7.40 2.77 0.96
H -7.00 4.04 -0.18
H -8.28 0.07 -0.31
H -6.86 0.53 0.64
H -6.73 -1.74 -0.70
H -6.47 -0.69 -2.12
H -5.35 -0.61 -0.77
H -2.94 2.90 2.63
H -2.63 4.02 0.88
H -3.04 5.95 -0.91
H -2.46 4.71 -2.02
H -0.55 4.36 -0.28
H -0.48 5.80 -1.30
H -1.33 5.72 1.49
H -0.10 6.54 0.83
C 3.22 -4.70 -0.91
C 3.37 -5.21 0.52
C 3.95 -3.98 1.22
O 3.42 -2.85 0.53
C 2.80 -3.25 -0.68
H 2.49 -5.26 -1.50
H 4.18 -4.74 -1.43
H 2.39 -5.45 0.94
H 4.01 -6.08 0.62
H 5.04 -3.97 1.15
H 3.68 -3.92 2.27
H 1.71 -3.17 -0.57
H 3.11 -2.58 -1.48
C 6.26 3.04 -2.46
C 5.91 3.98 -1.31
C 4.53 3.47 -0.90
O 4.53 2.07 -1.18
C 5.67 1.72 -1.97
H 7.32 2.98 -2.67
H 5.75 3.36 -3.37
H 6.62 3.85 -0.49
H 5.89 5.03 -1.59
H 3.74 3.94 -1.49
H 4.30 3.61 0.15
H 6.39 1.18 -1.34
H 5.35 1.06 -2.77
C -1.14 -2.53 3.81
C 0.27 -3.04 4.10
C 1.10 -2.20 3.14
O 0.42 -0.95 3.01
C -0.89 -1.04 3.58
H -1.85 -2.71 4.62
H -1.54 -2.99 2.90
H 0.54 -2.82 5.13
H 0.39 -4.11 3.93
H 1.17 -2.67 2.15
H 2.12 -2.01 3.50
H -0.91 -0.48 4.52
H -1.61 -0.59 2.89
C 6.58 -5.64 5.63
C 5.90 -6.94 5.21
C 4.56 -6.43 4.69
O 4.81 -5.13 4.16
C 6.11 -4.68 4.54
H 7.67 -5.71 5.68
H 6.21 -5.32 6.61
H 6.47 -7.42 4.40
H 5.80 -7.66 6.02
H 3.83 -6.35 5.51
H 4.14 -7.06 3.91
H 6.77 -4.72 3.67
H 6.03 -3.65 4.88
C -3.59 1.36 -7.05
C -4.15 0.74 -5.78
C -5.60 0.50 -6.16
O -5.60 0.24 -7.58
C -4.33 0.57 -8.13
H -2.50 1.27 -7.15
H -3.85 2.41 -7.10
H -3.65 -0.22 -5.57
H -4.04 1.37 -4.90
H -6.21 1.39 -5.97
H -6.05 -0.35 -5.65
H -3.79 -0.35 -8.38
H -4.48 1.14 -9.05
*
```

Kohn-Sham gap: 5.801 eV
LUMO: 1.9 eV
E_HOMO: -3.92 eV

Atomic partial charges in e from the Löwdin method, atoms 1 to 99:
1. C -0.090
2. C -0.241
3. C -0.180
4. C -0.223
5. O -0.060
6. C -0.310
7. B -0.577
8. O 0.181
9. O 0.134
10. O -0.030
11. B -1.069
12. C -0.422
13. S 0.829
14. C -0.538
15. C -0.167
16. P 0.633
17. O -0.450
18. Br 0.177
19. O 0.012
20. C -0.262
21. C -0.106
22. C -0.278
23. N 0.000
24. H 0.038
25. H 0.047
26. H 0.074
27. H 0.103
28. H 0.098
29. H 0.112
30. H 0.106
31. H 0.125
32. H 0.124
33. H 0.103
34. H 0.095
35. H 0.041
36. H 0.056
37. H 0.057
38. H 0.027
39. H 0.063
40. H 0.057
41. H 0.051
42. H 0.010
43. H 0.124
44. H 0.123
45. H 0.099
46. H 0.089
47. H 0.105
48. H 0.062
49. H 0.052
50. C -0.168
51. C -0.167
52. C -0.206
53. O -0.160
54. C -0.207
55. H 0.110
56. H 0.111
57. H 0.113
58. H 0.108
59. H 0.118
60. H 0.097
61. H 0.115
62. H 0.119
63. C -0.172
64. C -0.171
65. C -0.200
66. O -0.162
67. C -0.205
68. H 0.108
69. H 0.112
70. H 0.112
71. H 0.109
72. H 0.119
73. H 0.120
74. H 0.118
75. H 0.117
76. C -0.164
77. C -0.169
78. C -0.215
79. O -0.154
80. C -0.189
81. H 0.111
82. H 0.114
83. H 0.111
84. H 0.106
85. H 0.110
86. H 0.118
87. H 0.121
88. H 0.106
89. C -0.170
90. C -0.171
91. C -0.202
92. O -0.159
93. C -0.203
94. H 0.110
95. H 0.113
96. H 0.112
97. H 0.110
98. H 0.118
99. H 0.116

---

Record 2
C18H17FN4O3 | the ωB97M-V functional and the def2-TZVPD basis

Structure (ORCA input):
```
! wB97M-V def2-TZVPD RIJCOSX def2/J DEFGRID3
* xyz 0 1
O 2.94 -2.47 -4.25
C 2.12 -2.40 -3.35
N 1.11 -3.37 -3.26
N 0.37 -3.37 -2.20
C 0.18 -2.15 -1.36
C -0.95 -1.27 -1.96
C -1.24 -0.05 -1.22
C -1.15 1.20 -1.87
C -1.43 2.39 -1.16
C -1.76 2.36 0.18
F -2.13 3.49 0.82
C -1.84 1.12 0.85
N -2.16 1.03 2.21
C -3.14 0.22 2.77
O -3.88 -0.49 2.11
C -3.16 0.22 4.28
C -2.15 1.31 4.61
C -1.51 1.61 3.27
O -0.39 2.16 3.28
C -1.62 -0.07 0.13
C 1.43 -1.31 -1.29
C 2.36 -1.44 -2.28
C 3.64 -0.62 -2.30
C 3.64 0.52 -1.26
C 3.04 0.00 0.02
N 1.67 -0.48 -0.21
H -0.09 -2.48 -0.38
H -0.74 -1.08 -2.99
H -1.82 -1.95 -1.91
H -0.88 1.29 -2.93
H -1.37 3.31 -1.68
H -2.84 -0.75 4.67
H -4.13 0.49 4.69
H -2.66 2.20 4.97
H -1.45 0.96 5.35
H -1.68 -1.04 0.62
H 3.73 -0.12 -3.26
H 4.50 -1.30 -2.14
H 3.05 1.37 -1.64
H 4.67 0.82 -1.09
H 3.67 -0.84 0.39
H 3.07 0.76 0.81
H 0.95 0.22 -0.04
*
```

energy relative to the best compared isomer or geometry (same formula, charge and spin): 35.2 kcal/mol
structure (SMILES): O=C1N=N[C@H](Cc2ccc(F)c(N3C(=O)CCC3=O)c2)C2=C1CCCN2
Kohn-Sham gap: 7.835 eV
LUMO: -0.8 eV
E_HOMO: -8.63 eV

The net atomic charges from Löwdin, expressed in e, are:
1. O 0.100
2. C -0.441
3. N 0.127
4. N 0.106
5. C -0.235
6. C -0.104
7. C -0.244
8. C 0.008
9. C 0.020
10. C -0.187
11. F 0.097
12. C -0.094
13. N 0.107
14. C -0.387
15. O 0.107
16. C -0.063
17. C -0.077
18. C -0.369
19. O 0.074
20. C 0.055
21. C -0.180
22. C -0.097
23. C -0.127
24. C -0.187
25. C -0.189
26. N 0.051
27. H 0.135
28. H 0.120
29. H 0.138
30. H 0.125
31. H 0.105
32. H 0.137
33. H 0.130
34. H 0.129
35. H 0.127
36. H 0.138
37. H 0.116
38. H 0.129
39. H 0.119
40. H 0.112
41. H 0.131
42. H 0.123
43. H 0.118

---

Record 3
C6H10O | the ωB97M-V functional and the def2-TZVPD basis

Structure (ORCA input):
```
! wB97M-V def2-TZVPD RIJCOSX def2/J DEFGRID3
* xyz 0 1
C -1.64 -0.18 1.33
C -0.32 0.53 1.12
O 0.79 -0.38 1.05
C 1.21 0.10 -0.22
C 1.35 -1.02 -1.26
C -0.65 0.80 -1.54
C -0.01 1.13 -0.27
H -1.80 -0.95 0.56
H -1.65 -0.68 2.30
H -2.47 0.53 1.29
H -0.16 1.27 1.92
H 2.14 0.67 -0.15
H 0.65 -1.82 -1.02
H 2.36 -1.43 -1.23
H 1.16 -0.66 -2.27
H -1.32 -0.07 -1.36
H 0.36 2.16 -0.24
*
```

energy relative to the best compared isomer or geometry (same formula, charge and spin): 104.0 kcal/mol
Kohn-Sham gap: 8.412 eV
LUMO: -0.2 eV
E_HOMO: -8.65 eV

The net atomic charges from Löwdin, expressed in e, are:
1. C -0.041
2. C -0.336
3. O -0.060
4. C -0.311
5. C -0.047
6. C 0.183
7. C -0.309
8. H 0.074
9. H 0.084
10. H 0.090
11. H 0.143
12. H 0.146
13. H 0.088
14. H 0.082
15. H 0.073
16. H 0.016
17. H 0.124

---

Record 4
CH3INP | the ωB97M-V functional and the def2-TZVPD basis

Structure (ORCA input):
```
! wB97M-V def2-TZVPD RIJCOSX def2/J DEFGRID3
* xyz 0 3
C -1.20 -0.94 -0.41
N -0.29 -0.63 0.34
P 1.25 -0.28 0.62
I 0.18 3.13 -0.93
H 0.42 1.65 -0.39
H -2.20 -1.28 -0.05
H 1.85 -1.65 0.81
*
```

energy relative to the best compared isomer or geometry (same formula, charge and spin): 10.7 kcal/mol
Kohn-Sham gap (spin up / spin down): 7.105 / 7.939 eV
LUMO (spin up / spin down): 0.1 / -1.9 eV
E_HOMO (spin up / spin down): -7.04 / -9.81 eV

The net atomic charges from Löwdin, expressed in e, are:
1. C -0.039
2. N -0.460
3. P 0.691
4. I 0.389
5. H -0.514
6. H 0.048
7. H -0.114

---

Record 5
C9H8F6IrNO4S2 | the ωB97M-V functional and the def2-TZVPD basis

Structure (ORCA input):
```
! wB97M-V def2-TZVPD RIJCOSX def2/J DEFGRID3
* xyz 2 1
Ir -0.65 -0.12 -0.78
C -3.91 -1.11 -0.25
C -2.94 0.02 -0.40
C -2.44 0.72 0.71
C -1.63 1.85 0.55
C -1.32 2.33 -0.73
C -1.79 1.65 -1.85
C -2.54 0.47 -1.69
H -4.91 -0.68 -0.12
H -3.72 -1.71 0.64
H -3.95 -1.74 -1.13
H -2.73 0.38 1.70
H -1.29 2.39 1.43
H -0.75 3.25 -0.84
H -1.60 2.03 -2.85
H -2.95 -0.01 -2.57
F 3.67 -1.92 2.63
C 2.61 -1.53 3.31
F 2.82 -0.33 3.80
F 2.34 -2.39 4.26
S 1.73 -1.51 0.85
O 0.23 -1.35 0.46
O 1.49 -1.49 2.45
N 2.34 -0.06 0.68
S 2.46 0.63 -0.70
O 2.83 1.99 -0.61
O 1.17 0.36 -1.48
C 3.68 -0.35 -1.72
F 3.68 0.07 -2.96
F 4.85 -0.25 -1.15
F 3.23 -1.60 -1.66
*
```

energy relative to the best compared isomer or geometry (same formula, charge and spin): 33.8 kcal/mol
Kohn-Sham gap (spin up / spin down): 6.582 / 6.538 eV
LUMO (spin up / spin down): -11.2 / -11.2 eV
E_HOMO (spin up / spin down): -17.75 / -17.75 eV

The net atomic charges from Löwdin, expressed in e, are:
1. Ir 1.491
2. C 0.012
3. C -0.323
4. C -0.001
5. C 0.036
6. C 0.006
7. C -0.066
8. C -0.132
9. H 0.128
10. H 0.110
11. H 0.108
12. H 0.165
13. H 0.162
14. H 0.164
15. H 0.159
16. H 0.156
17. F 0.184
18. C -0.753
19. F 0.229
20. F 0.245
21. S 1.042
22. O -0.555
23. O -0.154
24. N -0.345
25. S 0.685
26. O -0.177
27. O -0.466
28. C -0.688
29. F 0.216
30. F 0.222
31. F 0.138